{"formula": "C17H49Ba2O11", "method": "ωB97M-V/def2-TZVPD", "elements": ["Ba", "Ba", "O", "C", "O", "O", "H", "C", "C", "O", "H", "H", "H", "H", "H", "H", "C", "C", "O", "H", "H", "H", "H", "H", "H", "C", "C", "O", "H", "H", "H", "H", "H", "H", "C", "C", "O", "H", "H", "H", "H", "H", "H", "C", "C", "O", "H", "H", "H", "H", "H", "H", "C", "C", "O", "H", "H", "H", "H", "H", "H", "C", "C", "O", "H", "H", "H", "H", "H", "H", "C", "C", "O", "H", "H", "H", "H", "H", "H"], "xyz": [[-2.9769, -0.0593, 2.5291], [-2.4614, 4.0712, 1.0218], [0.7265, 1.0423, 0.0175], [-0.5113, 0.7359, 0.4286], [-1.3412, 1.7487, 0.5783], [-0.8882, -0.4077, 0.6384], [0.6557, 1.9645, -0.2837], [2.7013, -0.5721, -2.7795], [3.8782, -0.4320, -1.8271], [3.6111, 0.5255, -0.7714], [3.0439, -1.0046, -3.7256], [2.2742, 0.4010, -3.0073], [1.9817, -1.3213, -2.4331], [4.7627, -0.1312, -2.3833], [4.1187, -1.3651, -1.3133], [2.6927, 0.4011, -0.5121], [1.2534, 0.5132, 3.8875], [0.0093, -0.1372, 4.4889], [-0.6603, -1.0254, 3.5327], [1.6070, 1.2870, 4.5611], [0.9181, 1.0345, 2.9730], [1.9223, -0.2603, 3.5248], [-0.7841, 0.5458, 4.8181], [0.3074, -0.8100, 5.2961], [-0.0817, -1.8043, 3.3302], [1.9346, -2.6344, 1.5772], [1.4478, -3.8225, 2.3521], [0.5600, -3.3289, 3.4248], [2.4728, -2.9698, 0.6872], [2.6385, -2.0536, 2.1789], [1.1569, -1.9566, 1.2112], [2.3320, -4.2793, 2.7866], [0.8921, -4.4916, 1.7024], [0.7825, -3.8570, 4.1976], [-1.4346, -3.4598, -3.1837], [-1.3767, -2.3604, -2.1480], [-0.8480, -2.8275, -0.9007], [-1.8841, -4.3920, -2.8460], [-0.4489, -3.7361, -3.5761], [-1.9541, -3.0875, -4.0701], [-2.4053, -1.9792, -2.0151], [-0.8123, -1.5155, -2.5694], [-0.7056, -2.0585, -0.3352], [-4.8405, -3.8892, 0.2136], [-3.9372, -3.3607, 1.3196], [-3.0159, -2.3442, 0.8411], [-5.0714, -3.1856, -0.5961], [-5.7933, -4.2814, 0.5563], [-4.2656, -4.6437, -0.3333], [-3.3603, -4.2139, 1.6803], [-4.4916, -2.9785, 2.1885], [-2.3695, -2.7652, 0.2333], [2.4968, 4.0726, 1.7662], [1.3046, 4.9351, 1.5167], [0.1235, 4.4694, 2.2725], [2.7223, 4.1133, 2.8442], [3.3763, 4.6347, 1.4349], [2.4262, 3.0637, 1.3892], [1.0183, 4.8893, 0.4583], [1.4921, 5.9823, 1.7448], [0.1663, 4.7443, 3.1958], [2.4967, 4.6454, -2.4507], [2.6683, 3.2622, -1.8251], [3.8576, 3.1867, -1.0849], [3.1237, 4.7791, -3.3278], [2.7962, 5.4224, -1.7383], [1.4511, 4.8084, -2.7204], [2.6856, 2.5354, -2.6433], [1.8374, 3.0595, -1.1175], [4.0424, 2.2501, -0.9047], [-3.2154, 1.0582, -2.1272], [-3.4893, 0.7598, -3.6018], [-4.2748, -0.3895, -3.7895], [-4.1172, 1.3823, -1.5712], [-2.4862, 1.8604, -1.9878], [-2.9291, 0.1260, -1.6248], [-2.5763, 0.7462, -4.1911], [-4.0525, 1.6178, -4.0116], [-4.9060, -0.4829, -3.0715]], "forces_ev_per_a": [[1.7883, -2.3022, -1.0273], [1.7336, -0.2355, -0.4400], [-1.2366, -0.1566, 0.1640], [-0.6524, 0.2972, -0.2260], [-0.5673, 1.1528, 0.8325], [0.2052, 0.1226, 0.3951], [0.6812, -0.0188, -0.0685], [0.4615, -0.8517, -0.2919], [-0.1707, -0.1998, 0.3506], [0.0821, -0.1454, -0.3772], [0.1108, 0.2055, 0.0422], [-0.2649, -0.0362, 0.0668], [-0.2896, 0.4904, 0.2565], [0.0573, 0.3764, 0.2868], [-0.0064, -0.1715, -0.3461], [0.0599, -0.0838, 0.0589], [-1.9869, 0.4540, -0.8790], [0.3398, -1.5900, -0.4931], [-0.7544, 1.3394, -0.1591], [0.7037, -0.3287, 0.1086], [0.1848, 0.0528, 0.1315], [0.5114, 0.1619, 0.5430], [0.3503, 0.1964, 0.2178], [-0.1974, 0.4917, 0.4053], [-0.1322, -0.3084, 0.2801], [0.4619, 0.5163, -0.4920], [-0.3677, 0.9809, 0.1046], [0.8028, -0.5914, -0.6055], [0.0382, -0.0458, 0.0824], [-0.0300, 0.0138, -0.0538], [-0.1851, -0.2121, 0.1836], [-0.2306, -0.4719, 0.1319], [-0.0359, -0.2857, 0.2107], [-0.3043, 0.1074, 0.2236], [0.7001, -0.1860, -0.5966], [-0.6775, 0.0973, -0.5723], [-0.3435, 0.0194, 0.0703], [-0.2710, 0.1894, 0.1752], [0.0531, 0.1257, 0.3846], [-0.2899, -0.0582, 0.2103], [0.1649, -0.1301, 0.1934], [0.2409, -0.1532, 0.3347], [0.3658, 0.1115, -0.1352], [0.3696, 0.1373, -0.9257], [-0.0052, -0.5071, -0.4591], [-0.6044, 0.4460, 0.9747], [0.0074, 0.4627, 0.5363], [0.1427, -0.2715, 0.1972], [-0.3515, -0.2995, 0.2523], [0.0871, 0.1734, 0.2606], [0.0269, 0.3093, -0.1958], [0.1587, 0.1378, -0.0661], [0.7072, 1.2582, 1.3623], [-0.1683, -0.1143, -0.4238], [-1.3238, -0.0001, -0.5352], [-0.3852, -0.5787, -0.0384], [-0.0652, -0.5329, -0.7967], [0.1840, -0.1178, -0.1405], [-0.1637, -0.0167, 0.1078], [-0.0505, -0.0053, 0.1862], [0.4654, 0.0758, -0.0300], [0.0741, 0.0601, 0.6775], [0.6780, 0.3508, -0.2418], [0.0265, 0.5764, -0.0901], [-0.0119, -0.1319, -0.0606], [-0.0956, -0.0999, -0.0115], [0.0311, 0.0129, -0.1698], [-0.3709, -0.2206, 0.2567], [-0.3926, -0.0160, -0.2754], [-0.0613, -0.0975, -0.0975], [-0.3662, -0.3525, 0.5034], [-1.1962, 1.5526, 0.1202], [0.6567, -0.5201, -0.0037], [-0.1240, -0.0174, -0.4879], [0.3064, -0.2424, -0.1134], [0.5244, 0.2555, -0.0129], [0.1132, -0.6627, 0.0923], [0.2088, -0.0521, 0.0485], [-0.1349, 0.1086, -0.0814]], "mulliken_charge": [1.833, 1.818, 0.491, -0.069, -0.643, -0.145, -0.305, -0.820, -0.337, -0.607, 0.448, 0.167, 0.160, 0.356, 0.303, 0.217, -0.512, -0.342, -0.255, 0.450, -0.187, 0.200, 0.384, 0.241, 0.059, -0.514, -0.404, -0.539, 0.429, 0.345, -0.295, 0.442, 0.250, 0.284, -1.604, 0.762, -0.617, 0.350, 0.355, 0.398, -0.205, 0.128, 0.208, -1.151, -0.165, -0.286, 0.244, 0.382, 0.329, 0.234, 0.323, 0.169, -0.837, -0.036, -0.467, 0.446, 0.380, 0.009, 0.004, 0.388, 0.263, -1.497, 1.352, -0.558, 0.408, 0.322, 0.307, 0.165, -0.949, 0.472, -0.345, -0.549, -0.479, 0.303, 0.164, -0.005, 0.352, 0.341, 0.291], "multiplicity": 1, "charge": 3, "homo_ev": -16.028, "homo_lumo_gap_ev": 5.044}